ORCA calculation (the ωB97M-V functional and the def2-TZVPD basis) on a structure of composition C31H50BrN2O2RuSSi.

The calculation puts the total energy at -131345.42919 eV. Its net charge is +3. The value obtained for the HOMO energy is -17.1 eV. The energy relative to the best compared isomer or geometry (same formula, charge and spin) comes out at 0.9 kcal per mole. The multiplicity is 1.

The geometry in XYZ format:
```
89
Properties=species:S:1:pos:R:3:lowdin_charge:R:1
Ru 0.08 0.03 0.34 1.005
C 4.66 -2.15 1.90 -0.089
C 5.19 -0.72 1.73 -0.616
C 6.73 -0.74 1.90 -0.059
C 4.59 0.13 2.85 -0.086
Si 4.94 -0.02 -0.01 0.902
Br 2.17 -0.83 -0.35 0.468
C 5.58 -1.00 -1.48 -0.620
C 6.98 -0.37 -1.70 -0.060
C 4.76 -0.84 -2.77 -0.092
C 5.76 -2.50 -1.22 -0.077
C 4.66 1.84 -0.20 -0.612
C 5.98 2.46 0.33 -0.060
C 4.45 2.30 -1.65 -0.082
C 3.49 2.39 0.62 -0.100
H 4.97 -2.50 2.89 0.105
H 5.04 -2.86 1.17 0.063
H 3.57 -2.17 1.87 0.031
H 6.96 -1.08 2.91 0.109
H 7.19 0.25 1.78 0.084
H 7.23 -1.43 1.21 0.077
H 4.84 -0.33 3.80 0.102
H 3.49 0.16 2.78 0.064
H 4.97 1.15 2.88 0.075
H 6.94 0.68 -2.01 0.074
H 7.47 -0.92 -2.51 0.112
H 7.63 -0.45 -0.83 0.083
H 4.61 0.19 -3.08 0.060
H 3.78 -1.32 -2.68 0.046
H 5.29 -1.35 -3.57 0.105
H 6.42 -2.73 -0.38 0.075
H 6.21 -2.95 -2.11 0.105
H 4.80 -3.01 -1.06 0.086
H 6.86 2.12 -0.22 0.085
H 6.14 2.28 1.39 0.075
H 5.92 3.55 0.19 0.107
H 5.28 2.05 -2.31 0.077
H 4.36 3.39 -1.64 0.093
H 3.53 1.89 -2.08 0.078
H 3.54 2.14 1.68 0.059
H 2.53 2.05 0.22 0.022
H 3.50 3.48 0.54 0.096
C -0.47 1.67 3.36 0.030
C -0.02 0.26 3.33 -0.324
N 0.27 -0.49 2.25 -0.090
C 0.72 -1.73 2.69 -0.120
C 0.69 -1.73 4.04 -0.018
N 0.24 -0.48 4.41 0.155
H -1.28 1.83 2.66 0.058
H 0.36 2.34 3.12 0.100
H -0.82 1.93 4.36 0.107
H 1.01 -2.52 2.02 0.104
H 0.94 -2.49 4.76 0.145
H 0.11 -0.16 5.36 0.192
O 0.06 1.77 -0.30 -0.628
S -1.04 2.96 -0.16 1.175
C 0.02 4.34 -0.31 -0.396
C -0.08 5.28 0.71 -0.065
C 0.68 6.44 0.63 -0.030
C 1.54 6.63 -0.44 -0.014
C 1.64 5.67 -1.45 -0.033
C 0.88 4.52 -1.40 -0.057
C -1.96 2.84 -1.65 -0.422
C -3.31 3.18 -1.52 -0.073
C -4.10 3.16 -2.66 -0.030
C -3.55 2.78 -3.88 -0.015
C -2.21 2.43 -3.98 -0.028
C -1.39 2.47 -2.86 -0.074
H -0.76 5.12 1.54 0.117
H 0.60 7.19 1.41 0.128
H 2.12 7.54 -0.50 0.129
H 2.30 5.84 -2.29 0.126
H 0.95 3.79 -2.19 0.109
H -3.73 3.46 -0.56 0.125
H -5.14 3.43 -2.59 0.129
H -4.17 2.77 -4.77 0.130
H -1.79 2.14 -4.93 0.127
H -0.35 2.19 -2.93 0.110
C -3.02 -1.66 1.25 0.020
C -2.70 -0.48 0.40 -0.454
C -3.31 -0.39 -0.95 0.016
O -2.04 0.48 0.88 -0.160
H -3.05 -2.59 0.69 0.111
H -4.04 -1.50 1.63 0.132
H -2.36 -1.73 2.11 0.083
H -0.64 -1.12 -0.48 0.082
H -4.34 -0.05 -0.80 0.134
H -3.38 -1.36 -1.44 0.112
H -2.81 0.34 -1.58 0.073
```

---

ORCA calculation (the ωB97M-V functional and the def2-TZVPD basis) on an isolated molecule of C4H6O2.

The calculation puts the total energy at -8338.80547 eV. Its net charge is 0. The value obtained for the HOMO energy is -9.9 eV. As for the SMILES: C[C@H]1OCC1=O. The energy relative to the best compared isomer or geometry (same formula, charge and spin) comes out at 38.2 kcal per mole. The multiplicity is 1.

The geometry in XYZ format:
```
12
Properties=species:S:1:pos:R:3:lowdin_charge:R:1
C 0.98 -0.77 -0.88 -0.022
C 0.55 0.50 -0.17 -0.289
O -0.72 1.01 -0.64 -0.086
C -1.44 0.54 0.50 -0.082
C -0.12 0.10 1.14 -0.334
O 0.23 -0.43 2.15 0.129
H 2.01 -1.02 -0.63 0.090
H 0.34 -1.60 -0.54 0.092
H 0.87 -0.68 -1.96 0.087
H 1.32 1.29 -0.15 0.155
H -2.13 -0.28 0.25 0.131
H -1.97 1.33 1.04 0.128
```

---

ORCA calculation (the ωB97M-V functional and the def2-TZVPD basis) on a structure of composition C19H28INO9P.

The calculation puts the total energy at -57451.99789 eV. Its net charge is +1. The value obtained for the HOMO energy is -11.3 eV. The multiplicity is 1.

The geometry in XYZ format:
```
59
Properties=species:S:1:pos:R:3:lowdin_charge:R:1
C 5.81 -1.80 0.83 -0.085
C 5.21 -0.96 -0.41 -0.245
O 4.87 0.41 -0.09 -0.187
C 3.55 0.52 0.47 -0.167
C 2.44 0.93 -0.63 -0.110
O 1.58 -0.17 -1.05 -0.088
C 0.25 -0.01 -0.62 -0.149
N -0.43 1.20 -1.07 0.140
C -1.78 1.51 -0.70 0.023
C -2.58 0.56 0.21 0.066
C -1.91 -0.76 0.72 -0.009
C -2.80 -1.67 1.67 -0.545
O -3.53 -1.07 2.51 -0.007
O -2.84 -3.08 1.67 -0.582
I -2.24 -3.61 3.56 1.040
C -0.43 -1.09 0.28 -0.160
P 0.32 -2.71 0.87 0.905
C 2.09 -2.96 0.26 -0.275
O -0.56 -4.00 0.11 -0.334
H 6.04 -2.86 0.43 0.093
H 5.05 -1.91 1.68 0.063
H 6.76 -1.31 1.22 0.088
H 4.30 -1.48 -0.87 0.104
H 6.06 -0.90 -1.20 0.137
H 3.23 -0.38 1.11 0.121
H 3.60 1.41 1.22 0.147
H 1.90 1.85 -0.24 0.131
H 3.04 1.28 -1.56 0.157
H 0.09 1.86 -1.67 0.173
H -2.21 2.49 -1.11 0.154
H -3.64 0.88 0.49 0.133
H 2.14 -2.65 -0.84 0.049
H 2.90 -2.50 0.92 0.027
H 2.29 -4.10 0.28 0.077
H -1.21 -3.64 -0.53 0.055
O -0.60 2.29 1.91 0.078
C -1.05 2.57 3.00 -0.462
O -0.28 2.87 4.08 0.042
C -1.13 3.05 5.22 -0.151
C -2.49 3.37 4.66 -0.154
C -2.50 2.59 3.37 -0.083
H -1.12 2.12 5.80 0.132
H -0.74 3.86 5.84 0.133
H -3.31 3.11 5.34 0.126
H -2.56 4.44 4.45 0.126
H -2.85 1.56 3.51 0.127
H -3.10 3.09 2.60 0.129
O -2.07 2.08 -3.83 0.089
C -2.22 0.96 -4.25 -0.480
O -3.42 0.34 -4.35 0.038
C -3.23 -1.02 -4.77 -0.154
C -1.88 -1.03 -5.44 -0.155
C -1.12 0.03 -4.67 -0.084
H -3.26 -1.66 -3.89 0.127
H -4.03 -1.31 -5.45 0.134
H -1.40 -2.01 -5.43 0.124
H -1.98 -0.72 -6.49 0.129
H -0.63 -0.38 -3.78 0.119
H -0.39 0.54 -5.31 0.134
```

---

ORCA calculation (the ωB97M-V functional and the def2-TZVPD basis) on a cluster of 2 separate species, C3H3ClNO in total.

The calculation puts the total energy at -19205.23814 eV. Its net charge is +1. The value obtained for the HOMO energy is -15.0 eV. The energy relative to the best compared isomer or geometry (same formula, charge and spin) comes out at 95.8 kcal per mole. The multiplicity is 1.

The geometry in XYZ format:
```
9
Properties=species:S:1:pos:R:3:lowdin_charge:R:1
C 1.62 1.26 -0.20 0.109
C 1.78 0.26 0.50 -0.011
C -2.32 -0.36 -0.47 -0.475
N -1.27 -0.68 -0.12 0.003
O -0.21 -1.27 0.02 0.099
Cl -3.80 0.17 -0.71 0.985
H 1.47 2.15 -0.74 0.038
H 2.28 -0.62 0.91 0.077
H 0.44 -0.92 0.82 0.175
```

---

ORCA calculation (the ωB97M-V functional and the def2-TZVPD basis) on an isolated molecule of C4H7OP.

The calculation puts the total energy at -15593.56456 eV. Its net charge is 0. The value obtained for the HOMO energy is -8.7 eV. As for the SMILES: C=C=COCP. The energy relative to the best compared isomer or geometry (same formula, charge and spin) comes out at 89.3 kcal per mole. The multiplicity is 1.

The geometry in XYZ format:
```
13
Properties=species:S:1:pos:R:3:lowdin_charge:R:1
C 0.10 -2.30 1.15 0.009
C 0.67 -1.16 0.90 -0.111
C 1.02 0.07 0.77 -0.155
O 0.29 1.09 0.20 -0.215
C -0.78 0.74 -0.50 -0.609
P -0.68 1.54 -2.16 0.825
H 0.00 -2.61 2.23 0.088
H 0.20 -3.13 0.49 0.046
H 2.02 0.56 0.95 0.147
H -0.98 -0.33 -0.70 0.074
H -1.53 1.03 0.22 0.098
H 0.72 1.70 -1.87 -0.069
H -1.05 2.81 -1.69 -0.126
```

---

ORCA calculation (the ωB97M-V functional and the def2-TZVPD basis) on a cluster of 3 separate species, C15H34ClF3N2O2P in total.

The calculation puts the total energy at -53145.41932 eV. Its net charge is -1. The value obtained for the HOMO energy is -2.8 eV. The multiplicity is 1.

The geometry in XYZ format:
```
58
Properties=species:S:1:pos:R:3:lowdin_charge:R:1
O -4.95 -1.70 -2.11 -0.434
P -3.30 -1.69 -1.55 0.456
Cl -2.51 0.29 -1.64 0.051
C -2.43 -2.78 -2.82 -0.413
C -2.49 -4.23 -2.17 -0.343
O -1.19 -4.83 -1.87 -0.018
C -0.54 -4.22 -0.82 -0.556
F 0.38 -5.17 -0.30 0.059
F -1.34 -3.83 0.24 0.096
F 0.26 -3.13 -1.20 0.075
H -5.43 -0.92 -1.76 -0.003
H -1.36 -2.42 -2.97 -0.003
H -3.22 -4.22 -1.31 0.071
H -2.96 -4.91 -2.96 0.100
C -3.05 4.98 3.97 -0.100
C -3.71 3.86 3.17 -0.277
N -3.97 4.22 1.79 -0.198
C -4.86 3.28 1.11 -0.254
C -4.37 1.85 0.92 -0.107
C -2.82 4.66 1.01 -0.252
C -1.63 3.72 0.89 -0.082
H -3.63 5.90 3.91 0.075
H -2.99 4.70 5.03 0.068
H -2.03 5.18 3.63 0.062
H -4.66 3.63 3.67 0.115
H -3.09 2.96 3.25 0.100
H -5.14 3.69 0.13 0.110
H -5.80 3.24 1.67 0.104
H -3.61 1.78 0.14 -0.025
H -5.21 1.21 0.60 0.070
H -3.97 1.41 1.84 0.071
H -2.47 5.61 1.43 0.097
H -3.16 4.93 0.00 0.114
H -1.34 3.29 1.85 0.068
H -0.76 4.27 0.51 0.071
H -1.82 2.90 0.19 0.045
C 4.59 0.77 -0.48 -0.097
C 4.04 -0.64 -0.33 -0.270
N 4.36 -1.52 -1.45 -0.193
C 3.59 -2.76 -1.45 -0.241
C 3.81 -3.73 -0.30 -0.082
C 5.77 -1.66 -1.77 -0.255
C 6.71 -2.15 -0.67 -0.093
H 4.27 1.21 -1.43 0.079
H 4.22 1.40 0.33 0.070
H 5.68 0.79 -0.43 0.059
H 2.95 -0.56 -0.25 0.123
H 4.39 -1.06 0.63 0.097
H 3.76 -3.29 -2.40 0.115
H 2.53 -2.49 -1.47 0.096
H 4.76 -4.26 -0.38 0.051
H 3.02 -4.50 -0.31 0.063
H 3.76 -3.24 0.68 0.068
H 6.14 -0.68 -2.11 0.098
H 5.88 -2.30 -2.65 0.113
H 6.55 -1.65 0.28 0.065
H 7.75 -1.97 -0.96 0.067
H 6.62 -3.23 -0.51 0.051
```